(1)
Formula: CH6NO
Source: the OMol25 dataset
Level of theory: the ωB97M-V functional and the def2-TZVPD basis

Structure (XYZ):
```
9
CH6NO the ωB97M-V functional and the def2-TZVPD basis
O 1.439 -2.170 0.186
H 1.721 -2.815 -0.553
C -0.680 1.190 0.343
N -0.178 0.111 -0.619
H -0.541 1.083 1.400
H -1.783 1.185 0.203
H -0.310 2.215 0.041
H 0.785 0.022 -0.625
H -0.452 -0.822 -0.375
```

Computed properties:
HOMO-LUMO gap	0.2454	hartree
total charge	-1
spin multiplicity	1
HOMO	-0.0850	Eh
relative energy (zero: lowest compared OMol25 entry of this formula, charge and spin)	49.3	kJ/mol
E_LUMO	0.1604	Eh

***

(2)
Formula: CH6NO2
Source: the OMol25 dataset
Level of theory: the ωB97M-V functional and the def2-TZVPD basis

Structure (XYZ):
```
10
CH6NO2 the ωB97M-V functional and the def2-TZVPD basis
O 0.793 -0.493 2.331
H 1.458 -0.084 2.884
N 0.159 0.721 0.017
C -0.595 -0.236 -0.607
O -0.370 -0.566 -2.124
H 0.647 0.028 1.498
H 0.338 1.558 -0.552
H -1.650 0.082 -0.667
H -0.662 -1.256 -0.204
H -0.118 0.247 -2.576
```

Computed properties:
HOMO-LUMO gap (alpha / beta)	0.4131 / 0.3241	hartree
spin multiplicity	2
HOMO (alpha / beta)	-0.3884 / -0.3897	Eh
relative energy (zero: lowest compared OMol25 entry of this formula, charge and spin)	74.3	kJ/mol
E_LUMO (alpha / beta)	0.0247 / -0.0655	Eh

***

(3)
Formula: CH6NO2
Source: the OMol25 dataset
Level of theory: the ωB97M-V functional and the def2-TZVPD basis

Structure (XYZ):
```
10
CH6NO2 the ωB97M-V functional and the def2-TZVPD basis
C 0.268 0.066 -0.309
N -1.159 -0.150 0.244
O 0.885 1.153 0.110
O 0.909 -1.050 0.015
H 0.063 0.084 -1.901
H -1.340 -1.089 -0.076
H -1.820 0.609 0.049
H -1.170 0.030 1.207
H 1.822 1.349 -0.108
H 1.543 -1.002 0.768
```

Computed properties:
HOMO-LUMO gap	0.4349	hartree
total charge	+1
spin multiplicity	1
HOMO	-0.5727	Eh
relative energy (zero: lowest compared OMol25 entry of this formula, charge and spin)	313.3	kJ/mol
E_LUMO	-0.1377	Eh

***

(4)
Formula: CH6NO2
Source: the OMol25 dataset
Level of theory: the ωB97M-V functional and the def2-TZVPD basis

Structure (XYZ):
```
10
CH6NO2 the ωB97M-V functional and the def2-TZVPD basis
C 1.422 -0.779 -0.836
N -1.048 0.537 0.543
O 2.592 -1.223 -1.066
O 0.488 -1.321 -0.274
H 1.393 0.233 -1.015
H -0.440 1.288 0.404
H -1.809 0.608 0.017
H -0.473 -0.427 0.154
H 2.628 -2.174 -0.876
H -1.388 0.391 1.503
```

Computed properties:
HOMO-LUMO gap (alpha / beta)	0.2375 / 0.2851	hartree
total charge	+1
spin multiplicity	3
HOMO (alpha / beta)	-0.3812 / -0.6258	Eh
relative energy (zero: lowest compared OMol25 entry of this formula, charge and spin)	0.0	kJ/mol
E_LUMO (alpha / beta)	-0.1437 / -0.3408	Eh

***

(5)
Formula: CH6NO2P
Source: the OMol25 dataset
Level of theory: the ωB97M-V functional and the def2-TZVPD basis

Structure (XYZ):
```
11
CH6NO2P the ωB97M-V functional and the def2-TZVPD basis
N 0.670 2.520 0.524
P -0.345 2.806 -0.835
O 0.363 2.065 -1.885
H 1.329 1.734 0.504
H 0.476 2.497 1.539
C -0.482 -1.018 -0.084
O 0.709 -0.937 -0.881
H -0.866 -2.130 0.130
H -1.448 -0.542 -0.682
H -0.429 -0.353 0.828
H 0.688 -0.229 -1.518
```

Computed properties:
HOMO-LUMO gap	0.3722	hartree
structure (SMILES)	NP=O.CO
spin multiplicity	1
HOMO	-0.3797	Eh
relative energy (zero: lowest compared OMol25 entry of this formula, charge and spin)	202.0	kJ/mol
E_LUMO	-0.0076	Eh

***

(6)
Formula: CH6NOS2
Source: the OMol25 dataset
Level of theory: the ωB97M-V functional and the def2-TZVPD basis

Structure (XYZ):
```
11
CH6NOS2 the ωB97M-V functional and the def2-TZVPD basis
S -1.547 1.693 -1.529
S -3.215 0.812 -0.612
H -0.528 0.763 -0.922
H -3.530 0.048 -1.685
N 2.081 -0.860 0.934
C 0.781 -0.174 0.801
O 0.321 -0.151 -0.491
H 2.648 -0.443 0.203
H 1.967 -1.824 0.661
H 0.064 -0.704 1.443
H 0.959 0.841 1.197
```

Computed properties:
HOMO-LUMO gap	0.2585	hartree
total charge	-1
spin multiplicity	1
HOMO	-0.1312	Eh
relative energy (zero: lowest compared OMol25 entry of this formula, charge and spin)	48.9	kJ/mol
E_LUMO	0.1273	Eh

***

(7)
Formula: CH6NOSi
Source: the OMol25 dataset
Level of theory: the ωB97M-V functional and the def2-TZVPD basis

Structure (XYZ):
```
10
CH6NOSi the ωB97M-V functional and the def2-TZVPD basis
C 0.195 0.500 1.180
N 0.433 0.197 -1.830
O -1.169 0.161 -1.507
Si -0.205 -0.600 -0.387
H 1.224 0.168 1.626
H 0.255 1.588 0.946
H -0.585 0.406 1.976
H 0.614 1.190 -1.922
H 0.740 -1.874 -0.301
H -1.501 -1.738 0.219
```

Computed properties:
HOMO-LUMO gap	0.2943	hartree
total charge	-1
spin multiplicity	1
HOMO	-0.1271	Eh
relative energy (zero: lowest compared OMol25 entry of this formula, charge and spin)	221.8	kJ/mol
E_LUMO	0.1673	Eh

***

(8)
Formula: CH6NPS
Source: the OMol25 dataset
Level of theory: the ωB97M-V functional and the def2-TZVPD basis

Structure (XYZ):
```
10
CH6NPS the ωB97M-V functional and the def2-TZVPD basis
C 1.049 -0.374 -1.121
S 0.269 0.327 0.132
N -1.490 0.105 0.063
P 0.992 -0.375 2.036
H 1.888 -0.913 -0.946
H 1.056 -0.012 -2.052
H -0.078 1.800 -0.417
H -1.603 -0.830 0.387
H -1.833 0.511 -0.779
H -0.250 -0.239 2.698
```

Computed properties:
HOMO-LUMO gap	0.2724	hartree
structure (SMILES)	C=[S@@H](N)=P
spin multiplicity	1
HOMO	-0.2875	Eh
relative energy (zero: lowest compared OMol25 entry of this formula, charge and spin)	588.7	kJ/mol
E_LUMO	-0.0151	Eh

***

(9)
Formula: CH6NS
Source: the OMol25 dataset
Level of theory: the ωB97M-V functional and the def2-TZVPD basis

Structure (XYZ):
```
9
CH6NS the ωB97M-V functional and the def2-TZVPD basis
S -1.866 -1.667 -0.121
H -1.550 -2.623 -0.890
C 0.998 0.507 0.413
N -0.326 1.161 -0.061
H 1.023 -0.586 -0.093
H 1.812 1.204 0.042
H 1.195 0.479 1.463
H -1.001 0.546 0.291
H -0.284 0.979 -1.044
```

Computed properties:
HOMO-LUMO gap	0.2612	hartree
total charge	-1
spin multiplicity	1
HOMO	-0.0980	Eh
relative energy (zero: lowest compared OMol25 entry of this formula, charge and spin)	64.0	kJ/mol
E_LUMO	0.1632	Eh

***

(10)
Formula: CH6NS
Source: the OMol25 dataset
Level of theory: the ωB97M-V functional and the def2-TZVPD basis

Structure (XYZ):
```
9
CH6NS the ωB97M-V functional and the def2-TZVPD basis
S -2.746 -0.198 -0.334
H -2.679 -0.415 1.002
C 0.881 0.662 -0.120
N 0.807 -0.748 0.254
H 1.895 1.088 -0.146
H 0.281 1.273 0.554
H 0.428 0.761 -1.118
H -0.162 -1.049 0.285
H 1.295 -1.375 -0.378
```

Computed properties:
HOMO-LUMO gap (alpha / beta)	0.0925 / 0.2519	hartree
total charge	-2
spin multiplicity	2
HOMO (alpha / beta)	0.1731 / 0.0050	Eh
relative energy (zero: lowest compared OMol25 entry of this formula, charge and spin)	48.5	kJ/mol
E_LUMO (alpha / beta)	0.2656 / 0.2569	Eh

***

(11)
Formula: CH6NS
Source: the OMol25 dataset
Level of theory: the ωB97M-V functional and the def2-TZVPD basis

Structure (XYZ):
```
9
CH6NS the ωB97M-V functional and the def2-TZVPD basis
C -0.251 -0.360 0.146
N 0.689 0.780 -0.011
S -1.898 0.025 -0.165
H 1.146 -1.643 -1.323
H 0.002 -1.049 0.931
H 0.966 1.187 0.898
H 0.239 1.515 -0.577
H 1.545 0.475 -0.494
H -2.437 -0.931 0.596
```

Computed properties:
HOMO-LUMO gap (alpha / beta)	0.3490 / 0.3034	hartree
total charge	+1
spin multiplicity	1
HOMO (alpha / beta)	-0.5443 / -0.4899	Eh
relative energy (zero: lowest compared OMol25 entry of this formula, charge and spin)	381.8	kJ/mol
E_LUMO (alpha / beta)	-0.1953 / -0.1865	Eh

***

(12)
Formula: CH6Na8O6
Source: the OMol25 dataset
Level of theory: the ωB97M-V functional and the def2-TZVPD basis

Structure (XYZ):
```
21
CH6Na8O6 the ωB97M-V functional and the def2-TZVPD basis
Na 1.237 1.000 2.467
Na -2.066 1.853 3.270
Na -0.214 3.467 0.888
Na -0.106 -2.863 -0.325
Na -3.565 0.963 0.355
Na -2.861 -1.769 -1.779
Na 1.709 -2.209 2.544
Na -1.320 -1.605 2.955
C -0.707 0.026 0.501
O -1.496 -0.375 -0.404
O 0.094 -0.802 0.981
O -0.911 1.103 1.012
O -1.420 1.773 -2.277
H -1.387 1.279 -3.096
H -1.669 1.127 -1.617
O 2.938 -1.525 -0.336
H 3.021 -2.397 0.051
H 2.954 -0.928 0.412
O 1.814 0.604 -2.241
H 2.613 0.995 -1.887
H 1.343 0.283 -1.473
```

Computed properties:
HOMO-LUMO gap (alpha / beta)	0.1753 / 0.2310	hartree
total charge	+5
spin multiplicity	2
HOMO (alpha / beta)	-0.7980 / -0.8800	Eh
relative energy (zero: lowest compared OMol25 entry of this formula, charge and spin)	0.0	kJ/mol
E_LUMO (alpha / beta)	-0.6228 / -0.6490	Eh

***

(13)
Formula: CH6O
Source: the OMol25 dataset
Level of theory: the ωB97M-V functional and the def2-TZVPD basis

Structure (XYZ):
```
8
CH6O the ωB97M-V functional and the def2-TZVPD basis
C 0.000 0.000 0.000
H -0.931 -0.514 0.281
H -0.229 1.026 -0.322
H 0.678 0.030 0.866
H 0.484 -0.543 -0.825
O -0.658 0.050 -3.175
H -0.113 -0.140 -3.972
H -1.587 0.013 -3.496
```

Computed properties:
HOMO-LUMO gap	0.4581	hartree
structure (SMILES)	C.O
spin multiplicity	1
HOMO	-0.4268	Eh
relative energy (zero: lowest compared OMol25 entry of this formula, charge and spin)	2.5	kJ/mol
E_LUMO	0.0313	Eh

***

(14)
Formula: CH6O4
Source: the OMol25 dataset
Level of theory: the ωB97M-V functional and the def2-TZVPD basis

Structure (XYZ):
```
11
CH6O4 the ωB97M-V functional and the def2-TZVPD basis
O 1.525 1.112 1.194
C 2.080 0.553 0.318
O 1.166 0.460 -0.912
H 2.935 1.117 -0.083
H 0.151 0.185 -1.432
H -1.217 0.149 3.781
H -2.462 -0.138 2.107
O -2.039 -0.126 3.010
H -2.062 -2.608 -4.093
H -0.942 -0.932 -2.721
O -1.832 -1.612 -3.276
```

Computed properties:
HOMO-LUMO gap	0.3494	hartree
spin multiplicity	1
HOMO	-0.3954	Eh
relative energy (zero: lowest compared OMol25 entry of this formula, charge and spin)	985.6	kJ/mol
E_LUMO	-0.0461	Eh

***

(15)
Formula: CH6OS
Source: the OMol25 dataset
Level of theory: the ωB97M-V functional and the def2-TZVPD basis

Structure (XYZ):
```
9
CH6OS the ωB97M-V functional and the def2-TZVPD basis
S -1.888 0.183 0.063
H -1.882 0.359 1.420
H -0.551 -0.287 -0.214
C 2.242 -0.610 -0.378
O 1.293 0.346 0.048
H 2.175 -0.743 -1.377
H 3.240 -0.060 -0.116
H 2.231 -1.568 0.138
H 1.193 0.266 1.017
```

Computed properties:
HOMO-LUMO gap (alpha / beta)	0.1044 / 0.3369	hartree
total charge	-1
spin multiplicity	2
HOMO (alpha / beta)	0.0388 / -0.1960	Eh
relative energy (zero: lowest compared OMol25 entry of this formula, charge and spin)	73.0	kJ/mol
E_LUMO (alpha / beta)	0.1433 / 0.1409	Eh

***

(16)
Formula: CH6OS
Source: the OMol25 dataset
Level of theory: the ωB97M-V functional and the def2-TZVPD basis

Structure (XYZ):
```
9
CH6OS the ωB97M-V functional and the def2-TZVPD basis
C -1.807 -1.812 0.176
O -1.891 -0.535 -0.449
H -1.862 -2.556 -0.623
H -0.907 -1.895 0.775
H -2.623 -1.951 0.862
H -1.153 0.034 -0.195
S 2.974 2.512 -0.350
H 3.119 3.834 -0.475
H 4.149 2.370 0.278
```

Computed properties:
HOMO-LUMO gap	0.3905	hartree
structure (SMILES)	CO.S
spin multiplicity	1
HOMO	-0.3647	Eh
relative energy (zero: lowest compared OMol25 entry of this formula, charge and spin)	55.3	kJ/mol
E_LUMO	0.0259	Eh

***

(17)
Formula: CH6OS2
Source: the OMol25 dataset
Level of theory: the ωB97M-V functional and the def2-TZVPD basis

Structure (XYZ):
```
10
CH6OS2 the ωB97M-V functional and the def2-TZVPD basis
C -0.199 3.888 -0.547
S -1.056 2.735 -1.637
S -1.376 1.075 -0.453
H 0.364 4.555 -1.192
H 0.466 3.377 0.134
H -0.899 4.490 0.017
H -0.118 0.623 -0.547
O 1.124 -6.999 1.758
H 1.211 -6.216 1.195
H 0.483 -7.528 1.272
```

Computed properties:
HOMO-LUMO gap	0.3504	hartree
structure (SMILES)	CSS.O
spin multiplicity	1
HOMO	-0.3319	Eh
relative energy (zero: lowest compared OMol25 entry of this formula, charge and spin)	9.1	kJ/mol
E_LUMO	0.0185	Eh

***

(18)
Formula: CH6OS2
Source: the OMol25 dataset
Level of theory: the ωB97M-V functional and the def2-TZVPD basis

Structure (XYZ):
```
10
CH6OS2 the ωB97M-V functional and the def2-TZVPD basis
C 2.221 -0.026 0.431
O 3.143 0.972 0.865
H 1.821 0.215 -0.560
H 2.772 -0.966 0.423
H 1.384 -0.056 1.134
H 2.725 1.576 1.470
S -1.117 0.152 0.602
S -1.636 -0.572 -1.356
H -1.241 -0.965 1.360
H -2.890 -0.936 -1.068
```

Computed properties:
HOMO-LUMO gap	0.3398	hartree
structure (SMILES)	CO.SS
spin multiplicity	1
HOMO	-0.3453	Eh
relative energy (zero: lowest compared OMol25 entry of this formula, charge and spin)	88.0	kJ/mol
E_LUMO	-0.0055	Eh

***

(19)
Formula: CH6OSi
Source: the OMol25 dataset
Level of theory: the ωB97M-V functional and the def2-TZVPD basis

Structure (XYZ):
```
9
CH6OSi the ωB97M-V functional and the def2-TZVPD basis
C -0.143 -0.531 1.145
Si -0.150 0.308 -0.624
O 1.343 0.674 -1.036
H -0.020 0.271 1.882
H 0.441 -1.376 1.306
H -1.115 -0.800 1.349
H -0.713 -0.788 -1.617
H -1.147 1.473 -0.454
H 1.503 0.768 -1.952
```

Computed properties:
HOMO-LUMO gap	0.4196	hartree
structure (SMILES)	C[SiH2]O
spin multiplicity	1
HOMO	-0.3919	Eh
relative energy (zero: lowest compared OMol25 entry of this formula, charge and spin)	7.6	kJ/mol
E_LUMO	0.0277	Eh

***

(20)
Formula: CH6OSi
Source: the OMol25 dataset
Level of theory: the ωB97M-V functional and the def2-TZVPD basis

Structure (XYZ):
```
9
CH6OSi the ωB97M-V functional and the def2-TZVPD basis
C -0.877 -0.286 -0.298
Si 0.864 0.468 -0.339
O 1.506 -0.442 0.784
H -1.117 -0.547 0.715
H -0.891 -1.207 -0.946
H -1.649 0.559 -0.609
H 1.802 0.529 -1.499
H 0.517 1.988 -0.203
H 2.320 -1.056 0.819
```

Computed properties:
HOMO-LUMO gap	0.3953	hartree
structure (SMILES)	C[SiH2]O
spin multiplicity	1
HOMO	-0.3714	Eh
relative energy (zero: lowest compared OMol25 entry of this formula, charge and spin)	45.4	kJ/mol
E_LUMO	0.0238	Eh